Molecular formula: C9H16N
Method: DFT, ωB97M-V/def2-TZVPD

Results
charge	+1
HOMO level	-12.455	eV

Atoms and positions in Å:
C1 1.218 0.203 0.938
C2 -0.106 0.083 1.204
C3 1.216 0.193 -0.530
C4 2.073 0.037 -1.516
C5 -0.665 0.147 -0.231
C6 2.495 0.493 1.654
C7 -0.996 0.077 2.362
C8 -1.496 1.328 -0.770
C9 -1.133 -1.315 -2.131
N1 -1.262 -1.058 -0.655
H1 1.709 -0.075 -2.530
H2 3.163 0.153 -1.288
H3 2.824 1.502 1.420
H4 3.379 -0.099 1.540
H5 2.359 0.474 2.681
H6 -2.037 0.373 2.031
H7 -0.627 0.787 3.199
H8 -0.977 -0.931 2.835
H9 -1.690 1.272 -1.793
H10 -0.783 2.158 -0.614
H11 -2.353 1.253 -0.248
H12 -1.644 -2.206 -2.315
H13 -1.490 -0.345 -2.602
H14 -0.055 -1.502 -2.236
H15 -0.917 -1.942 -0.034
H16 -2.203 -1.060 -0.371

---

Molecular formula: C3H4O2
Method: DFT, ωB97M-V/def2-TZVPD

Results
structure (SMILES)	C=C(O)C=O
charge	0
HOMO level	-9.552	eV

Atoms and positions in Å:
C1 1.002 -0.677 -0.092
C2 0.007 0.192 0.100
O1 0.288 1.403 0.659
C3 -1.407 0.004 -0.340
O2 -1.899 -1.077 -0.558
H1 1.110 1.200 1.131
H2 2.006 -0.255 -0.096
H3 0.872 -1.729 -0.290
H4 -1.979 0.940 -0.514

---

Molecular formula: C2H16NO5
Method: DFT, ωB97M-V/def2-TZVPD

Results
charge	+1
HOMO level	-14.245	eV

Atoms and positions in Å:
C1 -1.674 -1.824 1.765
O1 -0.534 -2.533 2.302
C2 -0.999 -1.496 0.401
N1 0.049 -0.393 0.751
H1 -1.925 -0.794 2.225
H2 -2.457 -2.577 2.005
H3 -0.462 -2.727 3.341
H4 -0.725 -2.279 -0.279
H5 -1.744 -0.994 -0.325
H6 -0.013 0.273 0.082
H7 0.921 -0.793 0.763
H8 -0.052 0.030 1.749
H9 0.637 3.221 0.627
H10 -0.001 3.686 2.004
O2 0.521 3.036 1.521
H11 2.855 0.915 -3.846
H12 3.571 0.657 -2.503
O3 2.851 1.148 -2.913
H13 2.735 0.598 -0.337
H14 1.637 0.845 -1.412
O4 1.776 0.896 -0.462
H15 -1.682 0.667 -2.448
H16 -2.945 0.418 -2.849
O5 -2.342 0.021 -2.160

---

Molecular formula: C6H5ClN3O3
Method: DFT, ωB97M-V/def2-TZVPD

Results
structure (SMILES)	CC(=O)[C@@H](Cl)n1nncc1C(=O)[O-]
charge	-1
HOMO level	-5.722	eV

Atoms and positions in Å:
C1 -1.558 1.914 -0.936
C2 -1.068 1.015 0.025
C3 -1.651 0.362 1.191
C4 1.724 -1.164 -0.113
C5 0.456 -2.020 -0.278
C6 1.465 0.049 0.647
N1 -0.559 2.150 -1.815
N2 0.513 1.533 -1.421
N3 0.199 0.882 -0.361
O1 -0.859 -0.379 1.858
O2 -2.812 0.687 1.372
O3 2.836 -1.588 -0.293
Cl1 2.806 1.063 0.846
H1 -2.551 2.376 -1.036
H2 0.055 -1.749 -1.324
H3 0.499 -3.142 -0.256
H4 -0.193 -1.764 0.457
H5 0.699 -0.223 1.437

---

We obtain max |F| values of 5.47, 0.76, 6.22, 5.18 eV/A for the records listed above, in that order.
We obtain E_tot values of -406.8995, -267.1407, -516.4330, -1081.8243 hartree for the records listed above, in that order.
We obtain relative energy (zero: lowest compared OMol25 entry of this formula, charge and spin) values of 393.9, 136.8, 263.4, 71.2 kJ/mol for the records listed above, in that order.